Record 1
{"formula": "C32H34N7OS4SbTi", "method": "the ωB97M-V functional and the def2-TZVPD basis", "species": ["Ti", "C", "N", "C", "C", "C", "C", "C", "C", "N", "C", "C", "C", "C", "C", "C", "N", "C", "C", "C", "C", "C", "N", "H", "H", "H", "H", "H", "H", "H", "H", "H", "H", "H", "H", "H", "H", "H", "H", "H", "H", "S", "Sb", "S", "S", "S", "C", "N", "C", "N", "O", "H", "H", "H", "H", "H", "H", "C", "C", "C", "C", "C", "C", "N", "C", "C", "C", "C", "C", "C", "H", "H", "H", "H", "H", "H", "H", "H", "H", "H"], "xyz": [[-0.29849, -0.19199, 0.22598], [-2.64693, 1.33178, -1.84493], [-1.60140, 0.29477, -1.78033], [-2.29207, -1.01011, -1.86152], [-2.89586, -1.34352, -0.53853], [-4.19966, -1.76751, -0.41981], [-4.73450, -2.06388, 0.83087], [-3.90601, -1.83438, 1.93091], [-2.61981, -1.39275, 1.75045], [-2.05015, -1.16659, 0.52539], [-0.67780, 0.43658, -2.90990], [0.49908, -0.48889, -2.76058], [1.40370, -0.61128, -3.78842], [2.41487, -1.58330, -3.73395], [2.39317, -2.42472, -2.61371], [1.48561, -2.21731, -1.60889], [0.54871, -1.21633, -1.60127], [-2.27208, 2.80612, -1.85281], [-3.31551, 3.71735, -1.88426], [-3.02546, 5.07043, -1.93067], [-1.70219, 5.46837, -1.96413], [-0.72738, 4.48917, -1.92951], [-0.99663, 3.18571, -1.89508], [-3.33205, 1.15775, -1.01479], [-3.21824, 1.16469, -2.77263], [-1.55997, -1.77263, -2.11727], [-3.05906, -0.98418, -2.64616], [-4.80680, -1.84704, -1.31469], [-5.74625, -2.43119, 0.94467], [-4.26734, -1.99872, 2.93782], [-1.99371, -1.19068, 2.60375], [-0.34986, 1.47041, -2.93205], [-1.19913, 0.20893, -3.85387], [1.29625, 0.02908, -4.65822], [3.12017, -1.71578, -4.54316], [3.09612, -3.24443, -2.52731], [1.46799, -2.87235, -0.74991], [-4.34125, 3.37563, -1.81492], [-3.82092, 5.80233, -1.94140], [-1.42816, 6.51370, -1.94403], [0.32531, 4.74607, -1.92358], [0.33567, 5.47309, 1.51721], [-1.38360, 4.17447, 2.43438], [-1.56451, 1.73174, 1.15398], [-0.39820, 0.76596, 2.51066], [-3.35365, 5.26672, 1.83418], [2.60792, 2.42567, 2.00098], [2.73244, 2.68007, 0.57093], [1.97137, 2.06241, -0.34434], [2.26095, 2.36611, -1.65718], [1.10069, 1.23361, -0.06981], [3.59407, 2.18777, 2.40997], [1.94801, 1.57802, 2.15270], [2.18235, 3.29719, 2.49734], [3.08720, 3.58715, 0.32035], [3.19413, 2.68553, -1.84781], [1.88576, 1.70546, -2.31772], [5.29834, -1.63623, 1.36757], [4.62052, -0.84206, 0.44813], [3.24026, -0.80179, 0.41092], [2.43014, -1.54675, 1.30276], [3.14913, -2.35709, 2.22245], [4.53430, -2.39094, 2.24695], [1.06084, -1.55909, 1.16464], [0.34934, -2.41562, 2.02647], [-0.42173, -3.45463, 1.49498], [-1.13784, -4.31731, 2.31307], [-1.08718, -4.17913, 3.69214], [-0.32774, -3.15020, 4.24000], [0.38046, -2.28471, 3.42250], [6.38061, -1.69260, 1.37385], [5.18178, -0.25022, -0.26810], [2.76076, -0.22584, -0.35959], [2.61156, -2.99556, 2.90638], [5.02730, -3.03316, 2.97024], [-0.47495, -3.55332, 0.41704], [-1.74519, -5.09696, 1.86675], [-1.64480, -4.85335, 4.33302], [-0.29095, -3.02395, 5.31642], [0.93814, -1.45966, 3.84802]], "lowdin_charge": [0.560, -0.155, -0.183, -0.149, -0.280, -0.061, -0.105, -0.074, -0.179, -0.068, -0.137, -0.285, -0.065, -0.089, -0.088, -0.134, 0.025, -0.295, -0.044, -0.091, -0.081, -0.155, 0.103, 0.112, 0.126, 0.118, 0.121, 0.101, 0.080, 0.101, 0.043, 0.096, 0.134, 0.110, 0.082, 0.100, 0.100, 0.114, 0.100, 0.100, 0.088, -0.486, 0.116, -0.040, 0.108, -0.522, -0.087, 0.045, -0.573, 0.189, -0.168, 0.076, 0.000, 0.037, 0.124, 0.094, 0.073, -0.153, -0.112, -0.055, -0.273, -0.036, -0.130, -0.090, -0.357, -0.053, -0.109, -0.127, -0.096, -0.092, 0.075, 0.091, 0.079, 0.089, 0.086, 0.103, 0.093, 0.083, 0.094, 0.105], "charge": -2, "energy_ev": -119212.333, "homo_lumo_gap_ev": [3.7, 3.7], "lumo_energy_ev": [3.84, 3.84], "max_force_ev_per_a": 1.30}



Record 2
{"formula": "C34H34I2N8O3STi", "method": "the ωB97M-V functional and the def2-TZVPD basis", "species": ["Ti", "I", "C", "C", "C", "I", "C", "O", "C", "C", "N", "C", "C", "C", "C", "C", "C", "N", "C", "H", "H", "H", "H", "H", "H", "H", "H", "H", "H", "H", "O", "S", "N", "C", "C", "C", "C", "C", "C", "C", "O", "C", "C", "C", "H", "H", "H", "H", "H", "H", "H", "H", "H", "H", "H", "H", "C", "C", "N", "C", "C", "N", "C", "N", "N", "N", "C", "C", "C", "C", "C", "C", "H", "H", "H", "H", "H", "H", "H", "H", "H", "H", "H"], "xyz": [[-0.38413, 0.32473, 1.79743], [-6.00109, -4.14383, 0.67650], [-4.55105, -2.66268, 0.47402], [-3.66727, -2.70377, -0.59421], [-2.67728, -1.73656, -0.71224], [-1.45533, -1.69137, -2.39575], [-2.53739, -0.74420, 0.25877], [-1.56612, 0.16123, 0.25362], [-3.51347, -0.65013, 1.26511], [-3.53582, 0.63948, 2.03698], [-2.32401, 0.91066, 2.85743], [-2.41799, 0.34205, 4.21116], [-1.68979, -0.96169, 4.32169], [-1.99003, -1.87813, 5.31554], [-1.15658, -2.96637, 5.49864], [-0.03052, -3.09071, 4.69852], [0.18510, -2.15126, 3.71274], [-0.64924, -1.12242, 3.49505], [-4.50129, -1.61229, 1.38225], [-3.74973, -3.48190, -1.34079], [-4.42424, 0.68019, 2.67187], [-3.60310, 1.45502, 1.31490], [-2.24435, 1.91792, 2.95687], [-3.45738, 0.23633, 4.52827], [-1.92266, 1.02748, 4.90022], [-2.85575, -1.72282, 5.94502], [-1.36980, -3.69615, 6.26837], [0.66926, -3.90359, 4.82791], [1.04884, -2.20374, 3.06701], [-5.24969, -1.52892, 2.16134], [0.28933, 1.61693, 4.03119], [1.65006, 1.14675, 3.63065], [1.64833, 0.39455, 2.35652], [2.75922, 6.08230, -3.19472], [2.14079, 5.33408, -2.05205], [1.22207, 4.31516, -2.27597], [0.63912, 3.60517, -1.23864], [-0.37495, 2.55142, -1.57543], [1.00332, 3.94964, 0.08819], [0.48278, 3.26659, 1.23523], [-0.13812, 2.19260, 1.22841], [1.91783, 5.00773, 0.33578], [2.32083, 5.41927, 1.73010], [2.47411, 5.66700, -0.73920], [2.41385, 5.70578, -4.15519], [3.84664, 6.00065, -3.16118], [2.51388, 7.14374, -3.13239], [0.94108, 4.07443, -3.29445], [-0.63677, 2.61356, -2.63053], [-1.28388, 2.65464, -0.98436], [-0.01255, 1.54418, -1.37461], [0.66370, 3.71488, 2.21762], [2.80349, 4.60529, 2.27297], [1.46550, 5.75391, 2.31950], [3.02631, 6.24552, 1.68235], [3.18327, 6.46691, -0.56092], [2.25045, -0.42103, -0.60799], [1.45172, -1.58482, -0.13778], [0.44253, -1.55079, 0.71219], [-0.06632, -2.83514, 0.77195], [0.65513, -3.64813, -0.03207], [1.61867, -2.84571, -0.60463], [2.58230, -3.30539, -1.59310], [1.94344, -3.79512, -2.77561], [1.48045, -5.07446, -2.79810], [0.79515, -5.25983, -3.85370], [0.77003, -4.07996, -4.57282], [0.14236, -3.76792, -5.78163], [0.27856, -2.48005, -6.24349], [1.02636, -1.51816, -5.53196], [1.65462, -1.81370, -4.34243], [1.50425, -3.12325, -3.87822], [2.08211, 0.42737, 0.04911], [1.95365, -0.14814, -1.62346], [3.32034, -0.62916, -0.59719], [-0.92625, -3.08212, 1.37040], [0.56920, -4.69341, -0.27353], [3.17550, -4.11461, -1.17321], [3.23579, -2.47864, -1.85715], [-0.42557, -4.51476, -6.31883], [-0.19204, -2.19009, -7.17285], [1.10901, -0.51859, -5.93835], [2.23123, -1.06957, -3.80866]], "mulliken_spin": [0.874, 0.000, -0.003, 0.004, -0.005, 0.000, 0.019, 0.036, 0.003, -0.003, 0.014, -0.001, 0.021, 0.001, 0.004, -0.002, 0.008, -0.020, 0.002, 0.000, 0.000, -0.001, 0.000, 0.000, -0.002, 0.000, 0.000, 0.000, 0.004, 0.000, 0.028, 0.062, -0.042, -0.001, 0.011, -0.004, 0.022, 0.001, 0.016, -0.003, -0.081, 0.015, 0.003, -0.004, 0.000, 0.001, 0.001, 0.000, 0.000, 0.000, 0.002, 0.010, -0.001, 0.001, 0.000, 0.000, 0.013, 0.016, -0.036, 0.021, 0.005, 0.001, 0.000, 0.000, 0.000, 0.000, 0.000, 0.000, 0.000, 0.000, 0.000, 0.000, -0.004, 0.000, 0.000, -0.006, 0.000, 0.000, 0.000, 0.000, 0.000, 0.000, 0.000], "relative_energy_kj_mol": 22.36, "charge": 1, "energy_ev": -104023.113, "spin_multiplicity": 2, "homo_lumo_gap_ev": [7.0, 6.7], "lumo_energy_ev": [-3.22, -3.49], "max_force_ev_per_a": 1.21}



Which of these has the lowest charge? C32H34N7OS4SbTi



What is the formula in the second record? C34H34I2N8O3STi



Which of these has the highest charge? C34H34I2N8O3STi



Number 1 is which compound? C32H34N7OS4SbTi